# 1
Entry from the Open Molecules 2025 dataset: a molecular structure, C6H19O2PSSr (ωB97M-V/def2-TZVPD).

```
30
Properties=species:S:1:pos:R:3
Sr -0.28 -0.01 0.55
H 0.95 2.73 0.33
H 0.95 2.66 -0.42
P -0.44 -0.74 -2.40
C 0.91 -1.67 -3.10
H 0.60 -1.81 -4.12
H 1.82 -1.09 -3.01
H 1.02 -2.61 -2.57
C -1.99 -1.59 -2.68
H -2.83 -1.01 -2.28
H -2.04 -1.67 -3.76
H -1.98 -2.58 -2.20
C -0.53 0.89 -3.16
H 0.43 1.40 -3.05
H -0.75 0.66 -4.19
H -1.31 1.50 -2.70
C 1.95 -1.10 0.20
O 3.06 -1.39 0.22
H -2.11 0.19 0.14
H -0.62 -2.32 0.34
C 1.02 0.48 4.80
S 0.64 0.20 3.13
C -0.72 1.48 3.03
O 1.98 0.66 2.46
H 0.08 0.28 5.42
H 1.36 1.47 4.93
H 1.79 -0.24 5.06
H -0.31 2.44 3.38
H -1.12 1.63 2.00
H -1.53 1.15 3.67
```

Values from the calculation:
**E_HOMO**: -6.200 eV
**F_max**: 4.81 eV/Å
**2S+1**: 1
**Energy above the lowest of the compared OMol25 structures with the same formula, charge and spin**: 1.629 eV
**Orbital gap**: 6.2647 eV
**Net charge**: 0

These are the Löwdin partial charges, in e, on atoms 1 to 4: 0.427 0.050 0.060 0.618

# 2
Entry from the Open Molecules 2025 dataset: 6 unconnected molecules or ions with the total composition C6H19O7 (ωB97M-V/def2-TZVPD).

```
32
Properties=species:S:1:pos:R:3
O -0.60 -1.42 0.89
C -0.97 -0.23 1.04
O -1.75 0.26 0.24
C -0.47 0.65 2.15
C 0.82 1.27 1.63
C 0.49 2.31 0.36
C 1.98 1.00 -1.16
C 1.49 2.15 -0.69
H -1.14 1.46 2.51
H -0.31 -0.03 3.09
H 1.46 1.91 2.18
H 1.46 0.47 1.28
H 0.45 3.36 0.75
H -0.50 2.05 -0.20
H 1.93 0.00 -0.84
H 2.43 0.95 -2.13
H 1.70 3.18 -1.06
H 1.07 -1.85 1.65
H 2.11 -1.77 0.68
O 2.02 -1.56 1.64
H 0.55 -1.94 -2.48
H -0.32 -0.82 -1.93
O 0.00 -1.19 -2.82
H -3.07 -1.85 1.08
H -2.92 -0.79 0.15
O -3.68 -1.39 0.48
H 0.68 -3.64 -1.16
H 0.43 -2.40 -0.29
O 1.03 -2.92 -0.87
H -2.84 0.70 -2.03
H -1.43 1.00 -1.74
O -2.10 1.07 -2.42
```

Values from the calculation:
**<S²>**: 0.758
**E_HOMO (alpha / beta)**: -10.390 / -9.920 eV
**F_max**: 9.08 eV/Å
**2S+1**: 2
**Energy above the lowest of the compared OMol25 structures with the same formula, charge and spin**: 1.183 eV
**Orbital gap (alpha / beta)**: 10.6460 / 4.4614 eV
**Net charge**: 0

These are the Löwdin partial charges, in e, on atoms 1 to 4: 0.041 -0.595 0.184 -0.068

# 3
Entry from the Open Molecules 2025 dataset: a molecular structure, C6H20InN4 (ωB97M-V/def2-TZVPD).

```
31
Properties=species:S:1:pos:R:3
N 5.14 -0.48 0.07
C 3.69 -0.47 -0.42
C 2.64 -0.34 0.83
C 1.84 1.09 0.92
C 1.24 1.65 -0.50
In -0.44 0.36 -1.37
C -2.46 0.85 -0.39
C -3.20 -0.51 0.21
N -2.87 -0.69 1.68
N -2.84 -1.77 -0.58
N -4.71 -0.26 0.04
H 5.28 -1.30 0.73
H 5.76 -0.71 -0.76
H 3.60 0.36 -1.24
H 3.50 -1.51 -0.94
H 1.89 -1.26 0.91
H 3.30 -0.41 1.82
H 2.52 1.89 1.43
H 0.90 0.96 1.64
H 2.06 1.90 -1.32
H 0.72 2.69 -0.25
H -0.07 -1.40 -1.40
H -0.61 0.89 -3.11
H -3.16 1.42 -1.12
H -2.26 1.56 0.53
H -1.83 -0.79 1.83
H -3.22 0.19 2.16
H -3.00 -2.57 0.11
H -3.60 -1.93 -1.30
H -4.88 0.08 -0.95
H -4.92 0.53 0.73
```

Values from the calculation:
**E_HOMO**: -4.220 eV
**F_max**: 2.73 eV/Å
**2S+1**: 1
**Orbital gap**: 7.3894 eV
**Net charge**: -1

These are the Löwdin partial charges, in e, on atoms 1 to 4: -0.096 -0.276 -0.226 -0.332

# 4
Entry from the Open Molecules 2025 dataset: a molecular structure, C6H20MgN3O (ωB97M-V/def2-TZVPD).

```
31
Properties=species:S:1:pos:R:3
C 1.15 -1.66 0.34
Mg -0.91 -0.26 0.68
N -0.86 -0.04 -1.48
H 1.11 -0.94 1.19
H -2.46 0.43 1.07
H 1.41 -2.63 0.77
H 1.93 -1.35 -0.36
H 0.20 -1.82 -0.22
H 0.00 0.45 -1.72
H -1.64 0.59 -1.73
H -0.94 -0.86 -2.08
C -1.93 3.27 0.52
N -0.71 3.58 1.26
C -0.66 4.92 1.85
C 0.29 2.67 1.30
O 0.07 1.47 0.87
N 1.55 2.94 1.69
C 2.03 4.15 2.33
C 2.51 1.87 1.53
H -2.59 4.14 0.60
H -2.43 2.40 0.97
H -1.72 3.07 -0.54
H -0.33 4.89 2.89
H -0.03 5.60 1.26
H -1.68 5.31 1.83
H 1.67 4.25 3.37
H 3.12 4.07 2.36
H 1.78 5.05 1.76
H 2.24 0.99 2.13
H 2.58 1.57 0.48
H 3.48 2.25 1.86
```

Values from the calculation:
**E_HOMO (alpha / beta)**: 0.413 / 0.414 eV
**F_max**: 2.42 eV/Å
**2S+1**: 1
**Energy above the lowest of the compared OMol25 structures with the same formula, charge and spin**: 0.049 eV
**Orbital gap (alpha / beta)**: 2.0858 / 2.0857 eV
**Net charge**: -1

These are the Löwdin partial charges, in e, on atoms 1 to 4: -0.258 -0.012 -0.051 -0.019

# 5
Entry from the Open Molecules 2025 dataset: 5 unconnected molecules or ions with the total composition C6H20O5 (ωB97M-V/def2-TZVPD).

```
31
Properties=species:S:1:pos:R:3
C 1.92 1.86 -0.86
C 2.25 0.35 -0.33
C 1.21 -0.74 -0.39
C 1.40 -1.75 0.74
C 1.42 -1.38 -1.75
C 0.19 -1.95 -2.30
O 0.07 -3.10 -2.68
H 2.25 1.91 -1.93
H 0.80 2.22 -0.99
H 2.38 2.57 -0.05
H 3.07 0.14 -1.01
H 2.70 0.46 0.76
H 0.18 -0.31 -0.31
H 1.07 -2.76 0.58
H 2.52 -1.78 0.96
H 0.79 -1.51 1.58
H 1.86 -0.66 -2.50
H 2.20 -2.13 -1.66
H -0.60 -1.29 -2.34
O -2.81 -1.98 0.04
H -3.02 -2.59 -0.58
H -3.40 -2.25 0.78
O -2.18 0.16 4.46
H -1.25 0.14 4.65
H -2.45 0.92 3.93
O -3.04 0.83 -0.16
H -3.13 -0.07 -0.26
H -4.01 1.16 -0.17
O -0.88 4.19 0.61
H -0.85 4.72 1.42
H -0.67 4.63 -0.26
```

Values from the calculation:
**E_HOMO**: -9.546 eV
**F_max**: 5.53 eV/Å
**2S+1**: 1
**Energy above the lowest of the compared OMol25 structures with the same formula, charge and spin**: 2.648 eV
**Orbital gap**: 9.9742 eV
**SMILES string**: CC[C@H](C)CC=O.O.O.O.O
**Net charge**: 0

These are the Löwdin partial charges, in e, on atoms 1 to 4: -0.102 -0.240 -0.412 -0.067

# 6
Entry from the Open Molecules 2025 dataset: 6 unconnected molecules or ions with the total composition C6H20O6 (ωB97M-V/def2-TZVPD).

```
32
Properties=species:S:1:pos:R:3
C 0.52 2.94 -2.33
C -0.43 2.47 -1.52
C -1.02 1.12 -1.65
C -1.68 0.65 -0.36
C -2.96 1.51 -0.03
C -2.90 2.12 1.34
O -3.69 1.81 2.20
H 0.92 2.18 -3.00
H 0.87 3.96 -2.26
H -0.92 3.14 -0.83
H -0.34 0.32 -1.93
H -1.83 1.07 -2.36
H -2.05 -0.38 -0.35
H -0.93 0.71 0.41
H -3.82 0.84 -0.06
H -3.17 2.17 -0.87
H -2.07 2.81 1.56
O 4.65 -0.92 2.21
H 3.88 -1.32 1.77
H 4.49 0.02 2.08
O 1.98 -0.94 1.02
H 1.83 -1.86 0.76
H 1.23 -0.80 1.61
O 0.79 -2.18 -3.18
H 1.62 -1.96 -3.60
H 0.11 -2.42 -3.80
O 2.18 -3.69 1.95
H 2.82 -4.06 1.33
H 2.52 -3.70 2.85
O -0.77 -1.56 2.05
H -1.54 -1.69 2.62
H -0.27 -2.35 2.33
```

Values from the calculation:
**E_HOMO**: -9.568 eV
**F_max**: 1.85 eV/Å
**2S+1**: 1
**Energy above the lowest of the compared OMol25 structures with the same formula, charge and spin**: 3.174 eV
**Orbital gap**: 9.8608 eV
**SMILES string**: C=CCCCC=O.O.O.O.O.O
**Net charge**: 0

These are the Löwdin partial charges, in e, on atoms 1 to 4: 0.011 -0.186 -0.227 -0.197

# 7
Entry from the Open Molecules 2025 dataset: a molecular structure, C6H21HgO6 (ωB97M-V/def2-TZVPD).

```
34
Properties=species:S:1:pos:R:3
Hg -9.92 -2.81 11.72
C -9.20 -1.80 15.43
C -9.98 -1.11 14.39
O -10.89 -1.97 13.83
H -8.35 -1.17 15.69
H -8.79 -2.73 15.04
H -9.67 -2.14 16.35
H -9.35 -0.80 13.56
H -10.33 -0.22 14.92
C -5.88 -1.49 13.52
C -6.64 -1.69 12.29
O -7.58 -2.76 12.12
H -6.41 -1.18 14.42
H -5.26 -0.61 13.34
H -5.10 -2.22 13.73
H -5.83 -1.85 11.58
H -7.07 -0.72 12.04
C -7.59 -2.98 8.03
C -9.12 -3.05 8.25
O -9.53 -3.47 9.52
H -7.12 -2.40 8.82
H -7.38 -2.57 7.04
H -7.14 -3.97 8.07
H -9.40 -3.78 7.49
H -9.59 -2.09 8.06
O -12.27 -3.27 11.06
H -12.67 -2.46 11.38
H -12.98 -3.74 10.63
O -10.50 -5.10 12.53
H -10.08 -5.90 12.21
H -11.33 -5.40 12.90
O -10.54 -0.63 10.92
H -10.86 0.12 11.42
H -10.83 -0.47 10.02
```

Values from the calculation:
**E_HOMO**: -3.595 eV
**F_max**: 3.17 eV/Å
**2S+1**: 1
**Energy above the lowest of the compared OMol25 structures with the same formula, charge and spin**: 0.791 eV
**Orbital gap**: 6.2018 eV
**Net charge**: -1

These are the Löwdin partial charges, in e, on atoms 1 to 4: 1.160 -0.149 -0.551 -0.377

# 8
Entry from the Open Molecules 2025 dataset: a molecular structure, C6H21LiNO4 (ωB97M-V/def2-TZVPD).

```
33
Properties=species:S:1:pos:R:3
Li 17.09 -18.15 -8.91
C 20.18 -18.43 -7.44
C 20.35 -17.84 -8.82
O 19.11 -17.87 -9.53
H 21.03 -18.35 -6.77
H 19.95 -19.50 -7.55
H 19.31 -17.97 -6.96
H 21.13 -18.41 -9.34
H 20.70 -16.80 -8.75
H 19.14 -17.18 -10.20
O 16.34 -17.36 -7.10
H 16.06 -16.49 -6.79
H 16.22 -17.94 -6.34
O 17.30 -20.11 -8.17
H 17.98 -20.71 -8.50
H 16.91 -20.56 -7.41
C 14.29 -18.30 -9.77
C 15.28 -17.77 -10.80
C 15.72 -16.33 -10.56
O 16.76 -16.29 -9.57
C 17.18 -14.96 -9.34
N 16.45 -18.68 -10.83
H 13.30 -17.84 -9.90
H 14.54 -18.16 -8.72
H 14.06 -19.36 -9.89
H 14.75 -17.82 -11.76
H 14.86 -15.74 -10.23
H 16.11 -15.93 -11.50
H 16.34 -14.29 -9.11
H 17.65 -14.50 -10.21
H 17.90 -15.03 -8.52
H 16.11 -19.62 -11.00
H 17.04 -18.54 -11.64
```

Values from the calculation:
**E_HOMO**: -13.562 eV
**F_max**: 1.14 eV/Å
**2S+1**: 1
**Energy above the lowest of the compared OMol25 structures with the same formula, charge and spin**: 0.000 eV
**Orbital gap**: 10.8250 eV
**Net charge**: +1

These are the Löwdin partial charges, in e, on atoms 1 to 4: 0.648 -0.071 -0.279 -0.138

# 9
Entry from the Open Molecules 2025 dataset: 4 unconnected molecules or ions with the total composition C6H21NO5 (ωB97M-V/def2-TZVPD).

```
33
Properties=species:S:1:pos:R:3
C -3.37 1.00 3.63
O -2.00 0.52 3.48
C -1.38 0.55 2.19
C -0.04 -0.14 2.26
N 0.66 -0.17 1.02
C 0.29 -1.29 0.08
C 1.30 -1.55 -0.98
O 0.99 -2.82 -1.56
C 1.85 -3.23 -2.69
H -3.45 2.06 3.88
H -3.74 0.40 4.46
H -3.92 0.67 2.75
H -1.26 1.54 1.75
H -2.01 -0.14 1.62
H -0.04 -1.15 2.67
H 0.54 0.52 2.91
H 1.65 -0.16 1.21
H -0.67 -1.08 -0.41
H 0.14 -2.20 0.65
H 2.32 -1.70 -0.63
H 1.34 -0.76 -1.73
H 1.59 -4.19 -3.13
H 2.91 -3.23 -2.41
H 1.74 -2.46 -3.44
O -1.21 1.28 -2.80
H -1.29 2.12 -3.24
H -0.33 0.97 -3.03
O 0.47 2.12 -0.52
H -0.17 1.92 -1.20
H 0.42 1.37 0.08
O 2.49 3.35 -2.20
H 1.87 2.92 -1.61
H 2.31 2.97 -3.06
```

Values from the calculation:
**E_HOMO**: -9.542 eV
**F_max**: 2.30 eV/Å
**2S+1**: 1
**Energy above the lowest of the compared OMol25 structures with the same formula, charge and spin**: 3.621 eV
**Orbital gap**: 9.8483 eV
**SMILES string**: COCCNCCOC.O.O.O
**Net charge**: 0

These are the Löwdin partial charges, in e, on atoms 1 to 4: -0.067 -0.212 -0.214 -0.225

# 10
Entry from the Open Molecules 2025 dataset: 5 unconnected molecules or ions with the total composition C6H21NO5 (ωB97M-V/def2-TZVPD).

```
33
Properties=species:S:1:pos:R:3
C -0.96 2.05 1.75
C -0.40 1.29 0.55
N 0.34 0.08 0.97
C 1.62 0.41 1.60
C 0.46 -0.88 -0.13
C 1.05 -2.22 0.31
C 1.22 -0.43 -1.37
O 1.76 0.64 -1.50
H -1.62 2.84 1.42
H -0.17 2.53 2.33
H -1.48 1.37 2.43
H 0.24 1.96 -0.04
H -1.22 0.96 -0.09
H 2.31 0.91 0.91
H 2.11 -0.50 1.96
H 1.45 1.07 2.45
H -0.56 -1.06 -0.47
H 0.89 -2.98 -0.45
H 2.12 -2.16 0.50
H 0.57 -2.56 1.23
H 1.27 -1.16 -2.20
O -1.26 -1.35 -2.72
H -1.91 -1.40 -1.99
H -1.72 -1.68 -3.50
O -2.01 -1.35 1.88
H -1.13 -0.93 1.80
H -2.47 -0.87 2.57
O -3.11 -1.45 -0.66
H -3.89 -0.88 -0.61
H -2.73 -1.47 0.24
O 2.58 3.31 -0.85
H 2.30 3.38 0.06
H 2.32 2.42 -1.13
```

Values from the calculation:
**E_HOMO**: -9.002 eV
**F_max**: 0.38 eV/Å
**2S+1**: 1
**Energy above the lowest of the compared OMol25 structures with the same formula, charge and spin**: 1.639 eV
**Orbital gap**: 9.4215 eV
**SMILES string**: CCN(C)[C@H](C)C=O.O.O.O.O
**Net charge**: 0

These are the Löwdin partial charges, in e, on atoms 1 to 4: -0.074 -0.232 -0.202 -0.053

# 11
Entry from the Open Molecules 2025 dataset: 6 unconnected molecules or ions with the total composition C6H21NO6 (ωB97M-V/def2-TZVPD).

```
34
Properties=species:S:1:pos:R:3
C -1.91 0.39 -1.57
N -0.78 0.56 -1.01
C -0.52 1.65 -0.09
C -0.77 2.86 -0.60
C 0.38 1.29 1.07
C 1.89 1.38 0.75
C 2.49 -0.02 0.46
O 2.19 -1.00 1.51
H -2.18 -0.43 -2.31
H -2.62 1.18 -1.84
H -0.85 3.88 -0.20
H -1.25 2.99 -1.58
H 0.04 0.25 1.32
H 0.12 1.86 1.96
H 1.98 2.06 -0.11
H 2.42 1.81 1.58
H 3.58 0.02 0.40
H 1.98 -0.24 -0.48
H 1.92 -1.82 1.08
O -1.72 -2.60 2.45
H -1.46 -1.69 2.32
H -1.05 -3.20 2.78
O 0.32 -1.48 3.44
H 0.54 -1.89 4.28
H 1.11 -1.34 2.88
O 0.40 -1.41 -3.37
H -0.17 -2.19 -3.38
H 0.49 -1.03 -2.49
O 1.74 1.42 -2.55
H 2.69 1.30 -2.56
H 1.39 1.07 -1.73
O -3.57 -1.30 -0.71
H -3.38 -1.99 -0.06
H -4.28 -0.77 -0.31
```

Values from the calculation:
**E_HOMO**: -9.082 eV
**F_max**: 2.97 eV/Å
**2S+1**: 1
**Energy above the lowest of the compared OMol25 structures with the same formula, charge and spin**: 4.234 eV
**Orbital gap**: 9.4868 eV
**SMILES string**: C=NC(=C)CCCO.O.O.O.O.O
**Net charge**: 0

These are the Löwdin partial charges, in e, on atoms 1 to 4: -0.063 0.013 -0.347 0.055

# 12
Entry from the Open Molecules 2025 dataset: 4 unconnected molecules or ions with the total composition C6H22N2O3 (ωB97M-V/def2-TZVPD).

```
33
Properties=species:S:1:pos:R:3
C 0.12 1.24 -2.41
C -0.77 0.46 -1.44
N 0.08 -0.06 -0.36
C -0.35 -0.19 2.09
C -0.60 -0.79 0.70
C -0.24 -2.32 0.78
N -0.19 -2.98 -0.50
C 1.11 -2.97 -1.17
H 0.36 2.23 -2.02
H -0.39 1.28 -3.38
H 1.02 0.66 -2.60
H -1.37 -0.30 -1.94
H -1.38 1.19 -0.91
H 0.94 -0.47 -0.68
H -0.79 -0.89 2.80
H 0.70 -0.03 2.24
H -0.96 0.70 2.24
H -1.67 -0.74 0.47
H 0.72 -2.29 1.26
H -0.98 -2.70 1.48
H -0.87 -2.55 -1.12
H 1.14 -3.79 -1.90
H 1.41 -2.09 -1.74
H 1.85 -3.19 -0.40
H 2.77 1.72 1.59
H 2.12 0.81 0.60
O 2.97 1.26 0.77
H -2.75 1.23 -0.03
H -4.01 0.84 0.74
O -3.41 1.59 0.59
H 1.94 3.21 0.65
H 0.57 2.82 0.40
O 1.05 3.55 0.81
```

Values from the calculation:
**<S²>**: 0.750
**E_HOMO (alpha / beta)**: 0.856 / -5.647 eV
**F_max**: 2.46 eV/Å
**2S+1**: 2
**Energy above the lowest of the compared OMol25 structures with the same formula, charge and spin**: 0.645 eV
**Orbital gap (alpha / beta)**: 2.1471 / 8.5866 eV
**Net charge**: -1

These are the Löwdin partial charges, in e, on atoms 1 to 4: -0.121 -0.357 -0.059 -0.084

Please write out number 5 again, unchanged.
Entry from the Open Molecules 2025 dataset: 5 unconnected molecules or ions with the total composition C6H20O5 (ωB97M-V/def2-TZVPD).

```
31
Properties=species:S:1:pos:R:3
C 1.92 1.86 -0.86
C 2.25 0.35 -0.33
C 1.21 -0.74 -0.39
C 1.40 -1.75 0.74
C 1.42 -1.38 -1.75
C 0.19 -1.95 -2.30
O 0.07 -3.10 -2.68
H 2.25 1.91 -1.93
H 0.80 2.22 -0.99
H 2.38 2.57 -0.05
H 3.07 0.14 -1.01
H 2.70 0.46 0.76
H 0.18 -0.31 -0.31
H 1.07 -2.76 0.58
H 2.52 -1.78 0.96
H 0.79 -1.51 1.58
H 1.86 -0.66 -2.50
H 2.20 -2.13 -1.66
H -0.60 -1.29 -2.34
O -2.81 -1.98 0.04
H -3.02 -2.59 -0.58
H -3.40 -2.25 0.78
O -2.18 0.16 4.46
H -1.25 0.14 4.65
H -2.45 0.92 3.93
O -3.04 0.83 -0.16
H -3.13 -0.07 -0.26
H -4.01 1.16 -0.17
O -0.88 4.19 0.61
H -0.85 4.72 1.42
H -0.67 4.63 -0.26
```

Values from the calculation:
**E_HOMO**: -9.546 eV
**F_max**: 5.53 eV/Å
**2S+1**: 1
**Energy above the lowest of the compared OMol25 structures with the same formula, charge and spin**: 2.648 eV
**Orbital gap**: 9.9742 eV
**SMILES string**: CC[C@H](C)CC=O.O.O.O.O
**Net charge**: 0

These are the Löwdin partial charges, in e, on atoms 1 to 4: -0.102 -0.240 -0.412 -0.067